[1]
The following is a DFT calculation (ωB97M-V/def2-TZVPD) of C54H47AsN8O5S2W as an isolated structure.

Total charge = +2
ΔE to the lowest compared entry with this formula, charge and spin = 0.0 kcal/mol
Orbital gap (alpha / beta) = 4.2 / 4.2 eV

The geometry in XYZ format:
```
118
Properties=species:S:1:pos:R:3:forces:R:3:lowdin_charge:R:1
W -0.516 -0.190 0.343 0.2 0.3 0.7 1.67
O 0.062 -0.953 2.566 -0.3 0.2 -0.1 -0.15
C -0.292 -0.125 3.671 0.0 0.0 0.0 -0.12
C -0.602 1.252 3.170 -0.1 0.0 0.0 -0.24
C -0.707 2.276 4.098 0.0 0.0 0.0 0.02
C -1.097 3.536 3.688 0.0 0.0 0.0 0.01
C -1.338 3.738 2.340 -0.1 0.0 0.0 -0.02
C -1.184 2.681 1.473 -0.2 -0.1 0.2 -0.14
N -0.848 1.433 1.863 0.0 0.4 -0.2 -0.02
H 0.319 -1.830 2.872 0.0 0.0 -0.1 0.13
H 0.536 -0.082 4.381 0.0 0.0 0.0 0.13
H -1.172 -0.532 4.181 0.0 0.0 0.0 0.15
H -0.505 2.064 5.140 0.0 0.0 0.0 0.14
H -1.208 4.340 4.402 0.0 0.0 0.0 0.13
H -1.649 4.698 1.951 0.0 0.0 0.0 0.13
H -1.335 2.841 0.419 0.0 0.0 -0.1 0.10
C 2.663 -3.218 -0.358 0.0 0.1 -0.1 -0.02
C 2.167 -4.347 0.265 -0.1 -0.1 0.1 0.00
C 0.884 -4.314 0.795 0.1 0.0 -0.1 0.03
C 0.143 -3.146 0.701 -0.2 0.0 0.0 -0.20
N 0.676 -2.020 0.186 0.3 -0.3 -0.1 -0.05
C 1.891 -2.071 -0.362 0.1 -0.1 0.1 -0.11
C -1.292 -3.066 1.077 0.2 0.1 -0.1 -0.21
C -2.008 -4.192 1.432 -0.1 0.1 0.1 0.03
C -3.377 -4.093 1.666 0.1 -0.1 0.0 0.01
C -3.978 -2.865 1.519 0.0 0.1 0.0 0.02
C -3.197 -1.769 1.176 0.0 -0.2 0.1 -0.06
N -1.874 -1.838 0.971 -0.1 -0.5 -0.3 -0.03
H 3.638 -3.203 -0.828 0.0 0.0 0.0 0.13
H 2.752 -5.254 0.328 0.0 0.0 0.0 0.13
H 0.471 -5.197 1.258 0.0 0.0 0.0 0.12
H 2.247 -1.158 -0.810 0.1 0.1 0.0 0.09
H -1.521 -5.151 1.512 0.0 0.0 0.0 0.12
H -3.948 -4.968 1.948 0.0 0.0 0.0 0.13
H -5.037 -2.712 1.676 0.0 0.0 0.0 0.14
H -3.664 -0.800 1.109 0.1 -0.3 -0.1 0.07
N -1.077 -1.106 -1.529 0.0 -0.1 0.3 -0.44
S -0.369 -0.822 -2.965 0.2 0.0 0.0 1.11
C 0.039 -2.403 -3.650 -0.1 -0.1 0.0 -0.39
C 1.389 -2.689 -3.803 0.0 0.0 0.0 -0.09
C 1.758 -3.921 -4.326 0.0 0.0 0.0 -0.05
C 0.783 -4.841 -4.684 0.0 0.0 0.0 -0.04
C -0.567 -4.538 -4.534 0.0 0.0 0.0 -0.04
C -0.948 -3.310 -4.023 0.0 0.0 0.0 -0.06
C -1.630 -0.212 -4.054 0.0 0.1 0.0 -0.40
C -1.179 0.500 -5.159 0.0 0.0 0.0 -0.07
C -2.114 1.028 -6.036 0.0 0.0 0.0 -0.03
C -3.471 0.853 -5.795 0.0 0.0 0.0 -0.03
C -3.905 0.148 -4.680 0.0 0.0 0.0 -0.05
C -2.981 -0.391 -3.796 0.0 0.0 0.0 -0.10
H -1.631 -1.958 -1.527 0.0 0.0 -0.1 0.05
H 2.140 -1.950 -3.547 0.0 0.0 0.0 0.11
H 2.804 -4.155 -4.472 0.0 0.0 0.0 0.12
H 1.073 -5.795 -5.104 0.0 0.0 0.0 0.12
H -1.320 -5.252 -4.839 0.0 0.0 0.0 0.12
H -1.998 -3.052 -3.943 0.0 0.0 0.0 0.11
H -0.120 0.653 -5.331 0.0 0.0 0.0 0.11
H -1.782 1.588 -6.899 0.0 0.0 0.0 0.12
H -4.196 1.278 -6.475 0.0 0.0 0.0 0.12
H -4.963 0.016 -4.496 0.0 0.0 0.0 0.12
H -3.323 -0.948 -2.932 0.0 0.0 0.0 0.10
N 2.074 2.749 -4.499 -0.1 0.0 0.0 0.16
C 1.313 2.861 -3.639 -0.1 -0.2 0.0 -0.35
N 0.418 3.001 -2.667 -0.1 0.6 -0.1 0.13
C 0.183 2.104 -1.830 0.0 -0.5 0.0 -0.34
N -0.069 1.269 -1.038 -0.1 0.3 -0.1 -0.07
O 1.361 0.450 0.944 0.0 -0.1 -0.3 -0.59
As 2.960 0.970 1.096 -0.1 -0.1 0.1 1.30
C 4.016 0.815 -0.486 0.0 0.0 0.0 -0.31
C 5.390 0.637 -0.339 0.0 -0.1 0.0 -0.09
C 6.210 0.709 -1.457 0.0 0.0 0.0 -0.05
C 5.664 0.979 -2.705 0.0 0.0 0.1 -0.04
C 4.296 1.177 -2.846 0.1 0.0 -0.1 -0.05
C 3.470 1.094 -1.736 -0.1 0.0 0.0 -0.09
C 2.974 2.796 1.614 0.0 0.1 0.0 -0.30
C 1.867 3.592 1.358 0.1 0.0 -0.1 -0.09
C 1.914 4.944 1.668 0.0 0.0 0.0 -0.05
C 3.064 5.485 2.225 0.0 0.0 0.0 -0.04
C 4.172 4.683 2.471 0.0 0.0 0.0 -0.05
C 4.136 3.334 2.161 0.0 0.0 0.1 -0.08
C 3.702 -0.084 2.496 0.1 0.0 0.1 -0.30
C 4.354 -1.286 2.231 0.0 0.0 0.0 -0.10
C 4.816 -2.061 3.284 0.0 0.0 0.0 -0.05
C 4.624 -1.639 4.594 0.0 0.0 0.0 -0.05
C 3.972 -0.442 4.857 0.0 0.0 0.0 -0.05
C 3.509 0.341 3.809 0.0 0.0 0.0 -0.10
H 5.832 0.444 0.632 0.0 0.0 0.0 0.10
H 7.277 0.570 -1.349 0.0 0.0 0.0 0.12
H 6.311 1.058 -3.568 0.0 0.0 0.0 0.12
H 3.880 1.441 -3.809 0.0 0.0 0.0 0.08
H 2.407 1.280 -1.842 0.1 -0.1 0.0 0.07
H 0.986 3.159 0.907 0.1 0.0 0.0 0.07
H 1.060 5.576 1.464 0.0 0.0 0.0 0.11
H 3.102 6.540 2.462 0.0 0.0 0.0 0.12
H 5.067 5.113 2.901 0.0 0.0 0.0 0.12
H 5.006 2.717 2.355 0.0 0.0 0.0 0.11
H 4.520 -1.610 1.211 0.0 0.0 0.0 0.09
H 5.338 -2.987 3.085 0.0 0.0 0.0 0.12
H 4.996 -2.240 5.413 0.0 0.0 0.0 0.12
H 3.839 -0.109 5.878 0.0 0.0 0.0 0.12
H 3.019 1.286 4.016 0.0 0.0 0.0 0.11
N -2.543 0.762 -0.306 0.0 -0.2 0.3 -0.02
C -3.821 1.115 0.358 0.0 0.2 -0.1 -0.31
C -4.885 1.396 -0.487 0.0 0.0 0.0 -0.02
C -6.161 1.553 0.036 -0.1 0.0 0.0 -0.02
C -6.378 1.411 1.398 0.2 0.0 0.0 -0.22
C -5.300 1.171 2.241 -0.1 0.0 0.1 -0.03
C -4.024 1.021 1.731 0.0 0.4 -0.1 -0.09
S -8.031 1.439 2.109 -0.1 0.0 0.0 0.40
O -8.888 1.341 0.947 0.0 0.0 0.0 -0.34
O -7.985 0.260 2.958 0.0 0.0 0.0 -0.35
O -8.048 2.702 2.813 0.0 0.0 0.0 -0.32
H -2.781 0.073 -1.016 0.0 0.1 -0.1 0.05
H -2.236 1.554 -0.864 -0.1 0.1 0.0 0.08
H -4.721 1.465 -1.559 0.0 0.0 0.0 0.11
H -7.017 1.737 -0.602 0.0 0.0 0.0 0.12
H -5.494 1.050 3.299 0.0 0.0 0.0 0.13
H -3.225 0.748 2.400 0.2 0.1 0.1 0.10
```
Positions in Å, forces in eV/Å.

[2]
The following is a DFT calculation (ωB97M-V/def2-TZVPD) of C54H47N3O3P2PmSSi as an isolated structure at a distorted geometry.

Total charge = +1
2S+1 = 5
Orbital gap (alpha / beta) = 6.6 / 6.7 eV

The geometry in XYZ format:
```
112
Properties=species:S:1:pos:R:3:forces:R:3:lowdin_charge:R:1
Pm 0.723 -1.223 -1.069 0.1 0.1 -0.1 1.52
C 3.067 -3.773 -2.888 1.7 -0.7 -0.2 -0.03
C 1.706 -3.801 -2.344 0.3 0.5 0.6 -0.34
C 1.445 -4.287 -1.060 1.2 -0.9 -0.2 -0.08
C 0.131 -4.461 -0.652 0.4 0.8 0.8 -0.08
C -0.893 -3.969 -1.439 0.2 -0.3 0.5 -0.10
C -0.622 -3.426 -2.667 -1.1 0.6 -0.8 -0.11
C 0.675 -3.295 -3.103 -0.1 -0.1 -1.1 -0.11
H 3.229 -2.968 -3.623 0.0 -0.3 0.4 0.09
H 3.251 -4.736 -3.409 -0.1 0.4 0.0 0.11
H 3.836 -3.759 -2.089 -0.4 0.3 -0.5 0.10
H 2.361 -4.626 -0.501 -1.3 0.3 -0.3 0.14
H -0.106 -4.817 0.337 0.0 -0.3 0.2 0.12
H -1.893 -4.019 -1.081 -0.8 -0.1 0.1 0.11
H -1.478 -3.108 -3.265 0.6 0.0 0.0 0.09
H 0.899 -2.839 -4.064 -0.1 -0.1 0.1 0.13
C 2.014 2.622 -2.045 -1.7 -0.9 0.5 -0.20
Si 0.757 1.795 -0.740 1.0 -0.1 -0.5 0.60
C 1.255 2.671 0.912 0.1 0.2 0.0 -0.31
C 2.216 3.708 0.937 -0.7 -0.2 0.0 -0.08
C 2.368 4.525 2.075 -0.3 -0.9 -0.6 -0.07
C 1.617 4.251 3.217 -0.1 -0.2 0.4 -0.08
C 0.733 3.160 3.244 -0.4 0.1 0.3 -0.09
C 0.549 2.379 2.101 -0.2 -0.2 -0.5 -0.35
P -0.687 0.960 1.995 0.1 1.9 0.9 1.15
C -1.908 1.473 3.313 1.1 -1.2 -0.3 -0.35
C -1.781 1.100 4.653 0.6 0.2 -0.1 -0.09
C -2.750 1.495 5.548 -0.4 -0.1 0.4 -0.07
C -3.903 2.237 5.178 1.5 -0.7 -0.4 -0.06
C -4.013 2.581 3.844 -0.4 0.4 -0.6 -0.07
C -3.015 2.171 2.934 -1.1 0.7 0.8 -0.11
C 0.298 -0.392 2.754 1.0 -0.3 -0.1 -0.46
C -0.631 -1.528 2.812 -0.2 0.1 0.2 -0.14
C -0.849 -2.241 3.900 -0.5 -1.4 0.6 -0.06
C -0.029 -2.140 5.123 -0.6 0.6 0.5 -0.08
C 0.928 -1.215 5.204 0.5 0.0 -0.5 -0.06
C 1.300 -0.371 3.973 -0.1 0.3 0.7 -0.15
C -0.954 2.516 -1.165 -0.9 1.0 -0.3 -0.32
C -1.079 3.925 -1.333 0.5 -0.6 0.1 -0.07
C -2.175 4.523 -1.937 -0.3 -0.8 0.3 -0.06
C -3.238 3.707 -2.329 -0.6 0.9 -1.0 -0.09
C -3.217 2.346 -2.110 0.3 0.4 0.2 -0.12
C -2.090 1.765 -1.503 -0.3 -0.9 0.2 -0.38
P -2.174 -0.050 -1.068 0.0 0.7 0.2 1.00
C -2.633 -0.828 -2.633 -0.4 0.5 -0.1 -0.41
C -3.532 -1.875 -2.819 1.3 0.1 -1.3 -0.07
C -3.549 -2.475 -4.092 -0.8 1.0 0.9 -0.08
C -2.861 -1.923 -5.167 0.2 -0.7 0.0 -0.07
C -2.008 -0.850 -4.991 -0.5 -0.6 1.7 -0.05
C -1.905 -0.337 -3.706 0.8 1.0 -0.6 -0.12
C -3.650 -0.312 -0.003 1.8 -1.5 -0.7 -0.37
C -3.606 -1.530 0.684 0.5 -0.3 -0.4 -0.14
C -4.594 -1.888 1.556 -0.3 0.0 0.6 -0.07
C -5.594 -0.967 1.813 -0.8 -0.8 2.1 -0.09
C -5.578 0.250 1.241 -0.7 1.1 -0.9 -0.08
C -4.683 0.518 0.215 -0.8 1.9 0.5 -0.09
H 1.933 3.687 -1.907 0.2 0.5 -0.2 0.01
H 1.752 2.353 -3.079 0.1 0.1 0.3 0.03
H 3.001 2.262 -1.808 0.5 0.1 0.1 0.00
H 2.758 3.886 -0.003 0.0 0.2 0.7 0.09
H 3.049 5.357 2.030 0.1 0.2 0.2 0.10
H 1.713 4.873 4.119 0.0 -0.2 -0.5 0.11
H 0.102 2.952 4.138 0.7 0.3 -0.7 0.11
H -0.874 0.563 5.010 -1.0 0.4 -0.3 0.10
H -2.554 1.151 6.554 -0.5 0.3 0.4 0.10
H -4.628 2.518 5.910 -0.3 0.1 0.3 0.10
H -4.875 3.187 3.456 0.9 -0.7 0.5 0.12
H -3.135 2.441 1.923 -0.1 0.3 -1.2 0.08
H -1.240 -1.653 1.944 -0.5 -0.2 -0.4 0.06
H -1.680 -2.960 3.892 0.5 0.2 0.1 0.11
H -0.308 -2.695 6.036 0.1 0.1 -0.7 0.11
H 1.491 -1.112 6.141 -0.1 0.2 -0.5 0.12
H 1.524 0.664 4.287 0.1 -0.4 -0.2 0.14
H -0.230 4.485 -0.957 -0.1 0.4 -0.2 0.10
H -2.296 5.576 -2.128 0.4 0.2 0.2 0.10
H -4.076 4.201 -2.887 0.7 -0.7 0.7 0.12
H -4.078 1.793 -2.449 0.0 -0.5 0.1 0.11
H -4.102 -2.246 -2.002 -0.5 -0.4 0.5 0.10
H -4.213 -3.305 -4.215 -0.2 -0.4 -0.4 0.11
H -2.941 -2.420 -6.113 0.0 -0.1 -0.5 0.11
H -1.358 -0.465 -5.718 0.4 0.4 -1.2 0.10
H -1.257 0.559 -3.573 -0.4 -0.8 0.1 0.12
H -2.759 -2.175 0.487 0.1 -0.2 0.2 0.07
H -4.569 -2.744 2.210 0.2 -0.5 -0.4 0.11
H -6.328 -1.149 2.618 0.5 -0.1 -0.6 0.13
H -6.268 1.017 1.566 -0.2 -0.1 -0.2 0.12
H -4.769 1.463 -0.293 0.2 0.2 -0.1 0.10
O 1.896 -0.590 -3.188 -0.7 -0.1 -0.8 -0.10
C 2.997 -0.453 -2.630 0.2 0.1 0.6 -0.60
N 3.133 -0.889 -1.389 0.1 -0.2 1.0 -0.15
S 4.560 -0.404 -0.723 0.1 -0.8 -0.1 0.62
O 4.297 0.515 0.328 -0.3 0.7 0.8 -0.26
O 5.402 -1.521 -0.445 0.2 -0.8 0.4 -0.27
C 5.174 0.344 -2.166 -0.7 -0.4 1.1 -0.24
C 6.383 0.947 -2.317 0.4 0.7 -0.3 -0.02
C 6.631 1.530 -3.542 0.6 0.1 -0.9 -0.03
C 5.689 1.362 -4.575 1.0 0.7 0.5 -0.05
C 4.504 0.714 -4.365 -1.8 0.1 -1.8 0.00
C 4.211 0.213 -3.120 0.2 0.4 -1.4 -0.16
H 7.080 1.018 -1.514 0.3 0.0 0.4 0.13
H 7.584 2.083 -3.715 -1.0 -0.5 0.1 0.13
H 5.875 1.818 -5.524 0.1 0.1 -0.4 0.11
H 3.760 0.677 -5.208 0.8 -0.1 1.0 0.15
N 2.011 -2.839 1.880 0.6 0.2 0.1 0.06
C 2.549 -2.407 2.972 0.0 -0.8 0.2 0.04
C 2.414 -0.929 3.024 0.6 0.3 1.0 -0.12
C 1.527 -0.674 1.816 -0.7 -1.5 0.4 -0.31
N 1.465 -1.925 1.032 -0.2 -0.3 0.3 -0.16
H 2.115 -3.820 1.628 -0.4 0.3 -0.3 0.17
H 3.051 -3.131 3.639 -0.4 0.7 -0.4 0.16
H 3.410 -0.464 3.062 -0.3 0.0 0.1 0.16
H 1.819 0.113 1.186 0.4 1.4 -0.7 0.04
```
Positions in Å, forces in eV/Å.